No. 1
97
Properties=species:S:1:pos:R:3:forces:R:3:lowdin_spin:R:1 method="wB97M-V/def2-TZVPD" e_homo_ev="0.90 / -6.50" e_tot_ev=-44600.63543 multiplicity=2 total_charge=-1 orbital_gap_ev="1.69 / 9.02"
C 4.29833 2.56219 -1.95186 1.6 1.4 -1.2 0.045
C 5.50360 3.57115 -2.30381 -1.6 -0.4 -0.1 0.015
C 5.59706 4.81107 -1.35650 0.0 -0.7 -0.2 0.037
O 6.73520 2.86745 -2.44396 -0.1 0.1 0.3 0.019
H 4.60861 1.89315 -1.14923 -0.4 0.3 0.4 0.013
H 4.08663 1.92202 -2.80829 0.2 0.0 -0.1 0.010
H 3.38995 3.14782 -1.81050 0.1 -0.2 0.6 0.005
H 5.33631 3.95201 -3.31131 -0.2 0.0 0.0 0.002
H 5.35167 5.75662 -1.84007 0.2 -0.1 -0.4 0.003
H 6.63547 4.84507 -1.02690 -0.1 0.2 0.3 0.003
H 4.90522 4.77639 -0.51492 0.2 -0.4 0.2 0.016
H 6.74876 2.19981 -1.75427 0.2 -0.1 0.1 0.009
C -0.29068 3.55179 3.79695 -0.2 -1.7 0.0 0.023
C -1.03601 4.58739 2.99298 -0.2 -0.7 0.9 0.037
C -2.45898 4.08923 2.56445 -0.5 -0.1 0.5 0.016
O -2.43392 2.91113 1.77351 -0.8 -0.6 -1.1 0.006
C -3.72292 2.62139 1.14840 -0.1 0.6 0.8 0.029
N -1.12075 5.79426 3.85739 -1.0 -0.1 -1.3 0.007
H -0.09121 2.68711 3.16400 0.9 0.2 -0.3 0.002
H -0.83151 3.00582 4.56995 -0.8 0.7 0.3 0.001
H 0.59020 3.92593 4.31864 0.2 0.1 -0.5 0.012
H -0.42515 4.75305 2.10557 -0.2 0.2 -0.3 0.022
H -3.09742 4.81583 2.06193 0.5 0.7 -0.4 0.007
H -3.09424 3.82917 3.41116 0.4 0.2 0.8 0.003
H -4.02333 3.32258 0.36983 0.7 0.3 -0.5 0.006
H -4.58471 2.73111 1.80671 0.2 -0.2 0.9 0.006
H -3.77436 1.61229 0.73954 0.4 0.1 0.2 0.008
H -1.68762 6.40089 3.28226 -0.6 0.7 0.2 0.008
H -0.23921 6.28565 3.81849 0.5 -0.2 0.2 0.012
C -3.24632 -2.79779 -1.88849 0.9 1.4 -1.1 0.012
C -3.54075 -4.03048 -2.75582 -0.2 0.4 1.0 0.004
C -3.15076 -3.90551 -4.29783 -0.6 -2.2 1.2 0.003
O -3.92627 -3.02086 -5.02722 -0.3 1.0 -0.1 0.001
C -3.67056 -1.61801 -4.93844 1.0 -0.8 0.5 0.008
N -3.05741 -5.17911 -2.01284 1.1 -1.5 -1.0 0.003
H -2.21608 -2.49072 -2.06855 0.4 -0.1 -0.4 0.001
H -3.19771 -2.88840 -0.80336 -0.9 -0.5 0.0 0.007
H -3.76512 -1.88535 -2.18243 -0.5 -0.1 0.3 0.003
H -4.58456 -4.33987 -2.70243 -0.6 1.1 -0.8 0.001
H -3.43800 -4.87853 -4.69633 -0.3 -0.3 0.1 0.001
H -2.09982 -3.93306 -4.58568 0.5 1.0 0.6 0.002
H -2.66320 -1.39383 -4.58763 0.5 -0.4 -0.3 0.002
H -4.23003 -1.14981 -4.12858 -0.9 0.2 -0.6 0.003
H -3.73736 -1.25838 -5.96524 -0.6 0.5 0.4 0.001
H -2.06971 -5.17170 -1.80190 -0.3 0.1 0.1 0.001
H -3.58847 -5.29895 -1.16212 0.1 0.1 0.0 0.003
C -2.25775 -0.50388 4.50958 0.4 0.3 0.3 0.023
C -0.90908 -0.10334 3.93822 -0.8 -0.4 -0.7 0.004
C 0.21909 -0.03071 4.94360 0.1 0.9 -0.3 0.012
O 1.37403 0.35322 4.19380 1.1 -0.3 1.1 0.015
C 2.53804 0.44073 5.04972 -0.3 -0.3 -0.5 0.064
N -0.58089 -1.11765 2.95173 0.5 -1.0 1.1 0.006
H -2.06517 -1.43208 5.04759 -0.5 -0.1 0.0 0.002
H -2.94891 -0.65660 3.68067 -0.1 -0.2 0.1 0.008
H -2.71866 0.23320 5.16711 0.1 0.1 0.1 0.004
H -0.98685 0.76535 3.28444 0.0 1.0 1.1 0.001
H 0.38412 -0.93231 5.53349 0.0 -0.7 -0.5 0.003
H 0.00353 0.69653 5.72639 -0.1 0.6 0.0 0.003
H 3.47392 0.62974 4.52389 -0.5 0.7 -0.7 0.022
H 2.82129 -0.51564 5.48931 -0.7 -0.3 0.5 0.009
H 2.36356 1.20109 5.81098 0.1 0.0 0.2 0.007
H 0.35516 -0.86033 2.67298 -0.1 -0.5 -1.2 0.001
H -1.31633 -1.14575 2.26004 0.6 0.1 -0.6 0.005
C -0.19153 -4.15399 -0.63798 -2.5 1.4 -0.3 0.015
C 1.26586 -3.91273 -0.63440 0.9 -0.4 1.2 0.024
C 1.82721 -3.22308 -1.92944 -1.3 -0.1 2.4 0.020
O 1.50708 -4.05415 -2.98291 -0.2 -0.7 -0.8 0.009
C 2.38438 -5.15234 -3.11627 0.4 0.4 -1.3 0.028
N 1.68051 -3.29951 0.67073 -0.2 0.5 -1.5 0.013
H -0.60657 -4.49600 0.31012 0.5 -1.0 0.1 0.007
H -0.56515 -4.70303 -1.50230 0.8 -0.6 0.3 0.002
H -0.84824 -3.28683 -0.70777 0.6 0.9 -0.2 0.001
H 1.58859 -4.94958 -0.54016 1.0 -0.2 -0.8 0.008
H 2.88490 -2.98087 -1.82586 0.3 -0.2 -0.1 0.019
H 1.29351 -2.28168 -2.05993 0.0 0.1 -0.1 0.002
H 3.37136 -4.71610 -3.27007 0.5 -0.4 0.3 0.006
H 2.13122 -5.63655 -4.05943 -0.2 -0.1 0.0 0.003
H 2.39564 -5.92988 -2.35246 -0.2 0.3 0.4 0.006
H 2.68254 -3.20566 0.58578 0.4 0.2 0.4 0.027
H 1.51471 -3.99868 1.38049 0.0 0.0 0.3 0.013
C -0.69631 0.70710 -2.81270 1.9 0.0 0.5 0.018
C -0.70263 1.13745 -1.31967 -0.1 -0.5 -1.6 0.007
C 0.59212 1.99324 -0.86038 -2.3 -0.6 -1.3 0.024
O 1.81443 1.33392 -0.88942 0.9 0.3 -1.5 0.011
C 2.00681 0.24458 -0.01326 -1.1 0.9 0.4 0.029
N -2.03551 1.73625 -1.15966 0.5 0.3 1.5 0.006
H -1.43242 -0.04884 -3.08618 -0.3 0.3 0.3 0.001
H 0.27101 0.22651 -2.95911 0.3 -0.1 -0.4 0.004
H -0.71344 1.54765 -3.50644 -0.3 0.1 0.0 0.005
H -0.71345 0.16446 -0.82847 -0.1 0.2 0.7 0.002
H 0.31792 2.51112 0.05871 0.3 -0.3 0.7 0.005
H 0.62129 2.77738 -1.61694 0.4 0.2 -0.1 0.013
H 3.01817 -0.16028 0.02321 0.2 0.5 -0.5 0.028
H 1.32728 -0.55002 -0.32139 -0.1 -0.3 0.7 0.001
H 1.80384 0.75001 0.93091 -0.2 -1.2 0.9 0.006
H -2.15995 1.90768 -0.17213 0.0 -0.3 0.2 0.001
H -2.07712 2.69184 -1.48402 0.3 0.2 -0.8 0.010

=====

No. 2
109
Properties=species:S:1:pos:R:3:forces:R:3:lowdin_charge:R:1 method="wB97M-V/def2-TZVPD" e_homo_ev=-10.44 e_tot_ev=-90034.40184 multiplicity=1 total_charge=+1 orbital_gap_ev=2.33
Al -1.33900 15.65910 24.07843 -0.8 -0.1 0.4 1.152
N -3.75933 14.77291 25.22884 0.9 2.9 5.7 -0.285
S -4.81667 13.78058 24.84731 -5.5 -5.4 -6.8 0.382
O -6.05851 14.33022 24.26752 1.9 -0.8 2.4 -0.272
O -4.84046 12.44149 25.45178 -0.1 2.4 0.1 -0.277
F -4.11706 13.45867 23.48287 1.4 -0.7 -1.5 -0.207
S -4.53001 15.07550 26.78530 0.2 3.3 2.9 0.591
O -4.52127 14.05380 27.79927 0.0 -0.1 -1.7 -0.250
O -5.67300 15.96988 26.72037 1.3 -1.8 -0.7 -0.258
F -3.44303 16.04945 27.41747 0.7 0.0 -0.8 -0.189
C -0.46508 14.81561 27.64460 0.4 -1.4 -2.4 -0.129
O -0.26826 14.00764 26.48809 -0.5 1.7 1.0 -0.077
H -1.24039 14.26763 28.18005 -0.2 0.2 0.7 0.100
H 0.42143 15.16903 28.17119 0.1 -0.6 0.0 0.097
H -0.96980 15.70403 27.26500 -0.6 0.5 0.0 0.064
C -1.99184 20.34026 26.50847 0.5 0.7 -0.3 -0.045
C -1.37525 19.18296 25.75597 0.6 -0.3 1.2 -0.413
C -0.17235 18.56999 26.51233 0.0 -0.2 -2.3 -0.154
O 0.36574 17.66071 25.52296 1.3 -0.7 -1.0 -0.354
C 1.84452 17.56347 25.44857 -1.2 0.5 1.4 -0.039
N -2.44577 18.18047 25.52413 1.6 0.7 -0.6 0.071
H -1.20883 21.00325 26.87646 0.0 0.0 0.3 0.087
H -2.63499 20.01136 27.32473 0.0 0.2 0.0 0.087
H -2.54063 20.94374 25.78546 -0.4 0.0 0.3 0.095
H -0.97447 19.58153 24.82397 0.1 -0.4 -0.1 0.145
H -0.38685 17.97094 27.39733 -0.2 0.4 0.3 0.124
H 0.52819 19.38910 26.67486 0.2 -0.2 0.4 0.127
H 2.26048 16.98727 24.62209 -0.8 -0.2 -0.1 0.087
H 2.09683 17.09694 26.40083 0.7 0.0 -0.1 0.087
H 2.27882 18.56111 25.38366 -0.1 0.1 0.1 0.088
H -3.00831 18.72109 24.88275 -0.9 -0.6 -0.4 0.079
H -2.92792 18.32460 26.39983 -1.0 -1.1 0.1 0.037
C -5.50879 9.07708 21.23947 -1.9 0.3 0.7 -0.069
C -4.57700 9.80257 20.35035 2.1 -0.1 -0.3 -0.440
C -4.53203 11.35002 20.42280 -2.6 -1.0 -1.8 -0.130
O -5.82709 11.74087 19.81603 0.8 0.3 2.1 -0.183
C -6.18421 13.07203 20.17961 0.2 0.4 -1.4 -0.108
N -3.25515 9.30832 20.67636 1.7 -1.0 0.1 0.018
H -6.49039 9.52389 21.08154 -0.3 0.2 0.7 0.080
H -5.15266 9.09464 22.26951 -0.3 0.4 0.1 0.065
H -5.69655 8.02108 21.04528 0.6 0.0 -0.6 0.084
H -4.70679 9.40798 19.34260 -0.7 1.0 -0.4 0.142
H -3.76113 11.75657 19.76817 0.3 -0.2 0.0 0.101
H -4.38602 11.74750 21.42718 -0.3 -0.1 0.2 0.110
H -5.73130 13.45279 21.09503 -0.1 -0.4 0.2 0.056
H -7.25687 13.26572 20.17950 -0.1 -0.7 0.3 0.091
H -5.83855 13.68044 19.34387 0.3 0.6 0.0 0.081
H -2.92656 8.70896 19.93278 0.3 0.0 0.2 0.073
H -2.50461 9.94619 20.89980 -0.3 0.3 -0.1 0.061
C -1.89208 14.23105 19.03026 0.5 1.6 -0.7 -0.022
C -1.93174 15.18547 20.31956 -0.6 -1.4 -0.8 -0.391
C -3.32771 15.41085 20.81864 -1.8 0.9 -0.4 -0.201
O -3.44790 16.14981 22.04491 0.5 0.0 1.1 -0.280
C -4.78875 16.65144 22.35506 0.0 0.5 -1.1 -0.053
N -1.21718 14.46460 21.32145 1.8 -0.2 1.4 0.013
H -2.42569 14.62059 18.16330 -1.2 -0.3 0.4 0.083
H -1.98749 13.16017 19.20974 -1.0 0.2 0.4 0.066
H -0.95961 14.20418 18.46645 1.0 0.6 0.9 0.074
H -1.42968 16.14771 20.21885 0.0 0.0 -0.5 0.150
H -3.88685 14.48331 20.94171 0.1 -0.2 -0.2 0.102
H -3.80690 16.01410 20.04756 -0.4 -0.1 -0.2 0.138
H -4.90724 17.07095 23.35410 0.8 -0.4 0.2 0.084
H -5.61879 15.96024 22.20879 0.5 -0.6 0.1 0.085
H -4.98888 17.47674 21.67174 0.1 0.1 -0.2 0.091
H -0.32813 14.35322 20.85529 0.9 -0.1 0.7 0.091
H -1.53188 13.50633 21.37421 -0.6 -0.2 0.3 0.087
C -8.39276 13.75102 28.90863 0.3 -0.7 0.4 -0.049
C -7.66055 12.78492 27.96079 -1.9 0.0 -0.9 -0.388
C -8.35241 11.40623 27.88153 0.3 -1.3 0.7 -0.190
O -7.43498 10.46886 27.35584 1.7 0.3 -0.1 -0.238
C -7.86062 9.14413 27.19101 -0.1 0.2 -0.2 -0.100
N -7.69622 13.34863 26.60482 0.5 0.3 -0.1 0.048
H -9.37211 14.07607 28.55746 0.2 0.1 -0.3 0.081
H -7.73484 14.58645 29.14803 -0.3 0.2 -0.3 0.073
H -8.57721 13.23601 29.85141 0.0 0.0 0.2 0.073
H -6.63010 12.72852 28.31163 0.0 -0.5 -0.2 0.111
H -9.23509 11.33221 27.24632 -0.3 0.9 -0.2 0.126
H -8.69659 10.98531 28.82623 0.0 0.3 0.7 0.117
H -8.55701 8.88202 27.98754 -0.4 -0.2 -0.3 0.090
H -7.03730 8.43255 27.25346 0.4 0.3 0.2 0.080
H -8.22077 9.04539 26.16698 -0.8 -0.3 0.1 0.091
H -8.65114 13.37918 26.27725 -0.4 0.4 0.3 0.079
H -7.27715 12.73056 25.92476 0.5 -0.2 0.1 0.043
C -4.40424 10.57751 28.67755 -1.5 0.4 0.5 -0.055
C -3.12201 10.30485 27.91659 -1.3 -1.8 -1.1 -0.383
C -3.47951 9.32296 26.75616 2.6 0.2 -0.1 -0.136
O -2.38006 9.33430 25.75068 -1.7 -0.3 0.3 -0.196
C -2.83788 8.64179 24.56661 0.3 0.4 0.4 -0.100
N -2.63447 11.53767 27.37392 0.1 0.1 0.9 0.175
H -4.24306 11.40579 29.36752 -0.1 0.0 0.2 0.087
H -4.76552 9.71893 29.24359 0.5 -0.2 0.2 0.097
H -5.27768 10.81300 28.06949 0.3 0.3 -0.4 0.057
H -2.56623 9.79548 28.70383 1.2 0.4 -0.6 0.147
H -4.43857 9.56403 26.29770 0.0 0.1 -0.1 0.119
H -3.46060 8.32174 27.18661 -0.5 -0.2 -0.1 0.126
H -2.00705 8.35206 23.92327 0.3 0.1 0.4 0.084
H -3.46576 9.28808 23.95327 -0.3 0.1 0.1 0.064
H -3.37547 7.73521 24.84447 -0.1 -0.1 -0.1 0.086
H -2.63771 12.19925 28.13707 0.5 0.5 0.1 0.076
H -3.35068 11.85827 26.73803 0.0 0.3 -0.8 0.051
C -7.13938 19.48888 27.15586 -1.7 1.0 0.5 -0.103
C -5.82012 18.97479 27.61539 -0.8 0.1 -1.2 -0.289
O -5.10756 18.59538 26.41794 0.8 0.7 0.9 -0.125
H -7.63127 18.89550 26.38511 0.1 -0.3 0.2 0.084
H -7.15633 20.51761 26.79595 0.6 0.0 -0.3 0.075
H -7.78707 19.58605 28.02715 -0.4 -0.4 0.1 0.078
H -5.99649 18.10414 28.24703 0.4 0.0 0.2 0.109
H -5.38381 19.80463 28.17136 0.9 -0.4 -0.1 0.113
H -5.37265 17.68298 26.28072 0.0 -0.3 -0.2 0.015